Formula: C24H33BrCl18F17N4O3P2S
Source: the OMol25 dataset
Level of theory: ωB97M-V with the def2-TZVPD basis set

Last column: Mulliken charge in e.
Atoms and positions in Å:
C (-6.021, 4.613, 0.459)  -1.0719
C (-5.510, 3.582, -0.750)  0.1326
C (-4.857, 2.265, -0.013)  0.0517
Br (-3.591, 2.945, 1.393)  0.0301
C (-4.013, 1.268, -1.004)  -0.0218
N (-3.361, -0.084, -0.778)  -0.1901
C (-2.706, -0.690, -2.008)  -0.0565
N (-2.054, -1.877, -2.218)  0.4740
C (-1.475, -2.405, -3.501)  -0.4755
C (-0.033, -1.786, -3.959)  -0.7902
C (0.996, -1.390, -2.746)  0.6306
F (1.085, -2.563, -1.849)  -0.2362
F (0.414, -0.165, -2.080)  -0.2804
C (2.452, -0.886, -3.354)  0.6867
F (2.277, 0.290, -4.287)  -0.2731
F (2.953, -1.988, -4.261)  -0.3166
C (3.631, -0.679, -2.243)  0.4553
F (3.930, -1.950, -1.481)  -0.2098
F (4.893, -0.439, -3.042)  -0.3042
C (3.483, 0.608, -1.251)  0.4997
F (4.868, 1.204, -1.137)  -0.2868
F (2.634, 1.715, -1.754)  -0.2247
C (2.988, 0.276, 0.276)  0.4828
F (2.268, 1.517, 0.750)  -0.2870
F (1.937, -0.808, 0.348)  -0.1900
C (4.185, 0.013, 1.363)  0.5099
F (5.280, -0.872, 0.894)  -0.2641
F (4.798, 1.325, 1.794)  -0.1931
C (3.649, -0.672, 2.792)  0.4266
F (4.593, -0.128, 3.839)  -0.3128
F (2.299, -0.182, 3.195)  -0.2215
C (3.826, -2.301, 2.839)  0.6771
F (2.971, -2.840, 3.953)  -0.2638
F (5.216, -2.761, 3.147)  -0.2383
F (3.404, -3.018, 1.615)  -0.1854
P (-1.954, -2.841, -0.673)  0.4737
O (-3.550, -3.018, 0.088)  -0.4794
O (-0.916, -1.922, 0.419)  -0.3928
S (-1.246, -4.625, -0.866)  -0.2950
N (-2.944, 0.381, -3.019)  0.5985
P (-2.531, 0.653, -4.699)  0.3945
O (-1.159, 1.500, -4.730)  -0.6191
N (-3.682, 1.455, -2.470)  -0.3733
H (-6.942, 5.282, 0.107)  0.3310
H (-6.370, 3.988, 1.410)  0.2541
H (-5.173, 5.368, 0.785)  0.3296
H (-6.496, 3.339, -1.375)  -0.1618
H (-4.779, 4.159, -1.464)  0.2980
H (-5.770, 1.660, 0.452)  0.0674
H (-1.340, -3.592, -3.530)  0.4541
H (-2.313, -2.216, -4.333)  -0.2882
H (0.510, -2.649, -4.582)  0.4337
H (-0.082, -0.869, -4.685)  0.3065
H (-3.485, -2.353, 0.860)  0.3585
H (-1.243, -0.980, 0.520)  0.3711
H (-3.529, 1.589, -5.238)  -0.0660
H (-2.538, -0.469, -5.589)  0.1734
H (-3.966, 2.296, -3.043)  0.3038
C (6.880, 3.604, 1.023)  0.3369
Cl (8.009, 3.897, -0.306)  -0.1718
Cl (7.699, 3.697, 2.586)  -0.1521
H (6.089, 4.357, 0.990)  0.2393
H (6.446, 2.608, 0.907)  -0.2807
C (-5.306, -3.905, -4.049)  -0.3624
Cl (-4.177, -3.612, -5.378)  -0.1318
Cl (-4.486, -3.812, -2.486)  -0.0244
H (-6.097, -3.152, -4.082)  0.2853
H (-5.740, -4.901, -4.165)  0.3547
C (5.943, -5.111, 4.969)  0.0678
Cl (6.379, -5.499, 6.638)  -0.1689
Cl (6.174, -6.508, 3.910)  -0.1617
H (4.893, -4.810, 4.937)  0.0601
H (6.573, -4.290, 4.619)  0.1958
C (-8.750, 0.584, 0.043)  -0.3489
Cl (-8.125, 1.598, 1.350)  -0.1168
Cl (-8.300, 1.235, -1.537)  -0.0902
H (-8.335, -0.422, 0.145)  0.2745
H (-9.839, 0.543, 0.115)  0.3534
C (5.052, 1.908, 6.145)  0.3562
Cl (5.622, 3.333, 5.267)  -0.1281
Cl (3.899, 2.359, 7.407)  -0.1621
H (4.562, 1.230, 5.442)  -0.3474
H (5.907, 1.408, 6.606)  0.3201
C (-6.439, 2.575, -4.465)  0.2142
Cl (-7.580, 1.865, -5.614)  -0.1327
Cl (-5.028, 3.239, -5.296)  -0.1514
H (-6.940, 3.377, -3.916)  0.3180
H (-6.110, 1.801, -3.767)  -0.1027
C (2.761, 5.595, 4.208)  0.8652
Cl (3.332, 7.019, 3.330)  -0.1700
Cl (1.609, 6.046, 5.471)  -0.1550
H (2.272, 4.916, 3.505)  -0.4205
H (3.617, 5.095, 4.669)  -0.1263
C (0.337, 4.418, 1.557)  -0.0320
Cl (-0.752, 3.963, 0.241)  -0.0940
Cl (-0.571, 4.919, 2.989)  -0.1468
H (0.962, 3.560, 1.815)  -0.1025
H (0.966, 5.248, 1.227)  0.3980
C (4.239, -9.408, 2.831)  0.2100
Cl (2.499, -9.236, 3.090)  -0.1580
Cl (4.579, -10.122, 1.250)  -0.1569
H (4.706, -8.422, 2.885)  -0.1690
H (4.652, -10.055, 3.609)  0.2799

Atomic forces in eV per Å
C -0.3 0.4 0.2
C -0.9 0.8 0.2
C -0.8 -0.2 -1.3
Br -1.0 -1.1 -0.9
C 3.8 -4.6 -4.9
N -0.2 1.3 -1.8
C -2.8 5.7 -0.1
N -1.0 1.3 2.5
C -0.1 -0.5 -2.2
C 1.3 -0.4 -0.5
C -1.9 0.1 -0.6
F 0.2 4.1 -2.3
F 1.8 -3.5 -1.1
C 0.5 -1.2 -2.7
F 0.5 -3.9 3.7
F -1.6 3.3 3.0
C 3.5 -1.0 -1.5
F -1.5 4.4 -2.3
F -4.2 -0.7 2.5
C 1.4 2.9 0.2
F -4.5 -1.9 0.0
F 2.7 -4.1 1.2
C -2.9 1.3 1.0
F 2.4 -4.0 -1.3
F 3.8 3.4 -0.4
C 2.3 0.5 1.6
F -3.7 3.0 1.2
F -2.2 -4.3 -1.9
C 0.5 2.2 2.2
F -3.0 -2.1 -3.3
F 4.5 -2.0 -1.6
C -0.4 -4.3 1.1
F 2.9 2.0 -3.8
F -4.9 2.1 -1.3
F 1.5 2.9 4.2
P 0.5 -1.5 3.1
O 3.8 3.0 -0.1
O -3.3 -0.1 -2.4
S -0.4 1.4 -0.4
N -0.8 -1.8 1.6
P 5.5 5.3 -1.5
O -4.7 -3.6 0.1
N -1.4 0.1 4.2
H 2.0 -1.7 0.6
H 0.8 1.4 -2.2
H -1.7 -1.8 -0.7
H 2.3 0.0 1.4
H -1.1 -1.2 1.5
H 2.3 1.1 -0.8
H -0.6 2.8 1.0
H 2.0 -0.3 1.8
H -1.2 1.9 1.5
H -0.1 -1.5 1.6
H -0.5 -1.3 -1.5
H 0.4 -1.2 -0.1
H 0.3 -1.6 1.0
H -0.3 0.0 1.1
H 0.8 -1.4 0.6
C -0.3 -0.1 -0.1
Cl -0.1 0.0 -0.1
Cl -0.1 0.0 -0.1
H 0.3 -0.1 0.0
H 0.3 0.3 0.0
C -0.4 -0.1 0.1
Cl -0.1 0.0 -0.3
Cl -0.5 -0.1 -0.2
H 0.3 -0.1 0.0
H 0.3 0.2 0.0
C -0.1 0.4 0.1
Cl 0.0 0.1 0.0
Cl 0.0 0.1 -0.1
H 0.3 -0.2 0.0
H -0.1 -0.3 0.1
C -0.3 -0.4 0.2
Cl -0.1 -0.1 0.1
Cl 0.0 -0.1 -0.2
H 0.0 0.3 -0.1
H 0.3 0.2 -0.1
C 0.0 -0.4 0.0
Cl 0.1 -0.1 0.0
Cl 0.0 -0.1 0.0
H 0.1 0.4 0.3
H -0.2 0.3 -0.1
C -0.5 -0.2 0.2
Cl 0.1 0.0 0.2
Cl 0.0 0.5 0.1
H 0.2 -0.1 -0.2
H -0.1 0.1 -0.2
C 0.1 -0.3 0.1
Cl 0.0 -0.1 -0.1
Cl 0.1 -0.1 0.0
H 0.0 0.3 0.2
H -0.2 0.2 -0.1
C 0.4 0.1 0.0
Cl 0.5 0.1 -0.3
Cl 0.0 -0.1 -0.1
H -0.3 0.1 -0.1
H -0.3 -0.1 0.1
C 0.3 0.1 0.2
Cl 0.0 0.1 0.1
Cl 0.1 0.0 0.0
H -0.3 -0.3 -0.1
H -0.2 0.1 -0.3

Output
- F_max (eV/A) = 7.8
- E_HOMO (eV) = -11.91
- charge = +1
- HOMO-LUMO gap (eV) = 7.5
- electronic energy (a.u.) = -15014.3670